Computed, not measured: a structure of composition C26H56IrNO2P2Si4, with ωB97M-V/def2-TZVPD.

CARTESIAN COORDINATES (ANGSTROEM)
C 4.45907 1.42479 1.32291
H 0.95879 2.69396 4.25926
H 2.45095 -1.30154 1.74360
C -3.01103 -0.03585 -0.37594
C 1.88297 0.51405 0.73937
C 0.51696 -3.50109 0.55927
H -4.28902 2.19909 4.48203
C -1.86150 -1.74434 -1.49903
P -1.16763 1.82860 0.46224
H -1.19099 2.26152 -1.92201
C 3.58984 2.22097 0.58729
H -5.12195 0.07286 -0.59226
C -3.35449 2.02171 3.92348
H -0.12889 -1.09499 -4.87656
C 1.52842 1.79495 3.98504
O 1.97623 0.30554 -3.00024
H -0.46497 -3.48482 1.05373
H -0.90978 2.44571 2.81022
H 0.09951 3.40588 1.70982
H 2.62331 -1.24461 3.90918
C 2.33753 -2.23245 -1.25663
C 0.14677 0.60912 6.42641
Si -1.08806 -2.86097 3.92112
H -2.72403 0.86929 6.56605
H -5.19068 -1.90696 -2.17362
H 0.63368 -4.41234 -0.04876
H 5.45235 1.78688 1.59611
H -5.23103 -0.32333 3.50965
H -1.14077 -2.44549 6.44281
H -2.73778 -2.97376 5.83937
H -3.34453 1.11667 1.41573
H -2.59476 2.68879 4.35215
H 1.30124 -3.46062 1.32684
H 1.86808 -1.91532 5.38532
H 4.75218 -0.51234 2.23390
H 1.64225 1.76258 2.88975
H 2.80524 0.82341 -2.95431
H 1.13820 -0.75036 -3.99670
C -1.05527 2.87454 -1.02136
Si 0.72897 0.22195 4.66506
H -3.53668 2.34026 2.89131
H 1.64080 2.37683 -0.34132
H -0.16052 -1.97034 -2.86485
H -3.51311 2.04150 -0.08384
C 2.31113 1.76434 0.26782
C -2.37552 -3.78879 2.88710
H -1.83914 3.64363 -0.96416
C -4.23087 -0.48228 -0.87484
C -3.04815 -2.16700 -2.09440
H 3.90791 3.21223 0.24108
H 2.93466 -0.49601 5.48647
H -2.76500 -4.61189 3.50552
H 3.07586 -2.08140 -0.46230
C 2.76993 -0.31452 1.42190
H -1.93942 -4.23187 1.98627
H 2.44566 -3.23803 -1.68338
H -1.40895 -4.13114 5.98008
C -2.92453 1.25429 0.41016
H -0.51799 1.48041 6.47359
C 2.16370 -0.99092 4.87406
H -4.23131 0.01241 6.21008
C 0.46819 -3.94174 3.93137
H 0.34833 -4.68398 4.73492
H -0.06382 3.34107 -1.05128
Si -2.89864 0.19586 4.15240
N -1.89110 -0.75888 -0.57403
C -0.89154 2.95396 1.83876
C -4.26863 -0.83369 3.34550
H 0.18060 0.54483 -1.03900
O 0.54119 -1.49125 -4.29430
H 2.49032 -1.47011 -2.03166
Ir -0.04593 -0.14121 0.42240
H 2.54211 1.88257 4.41197
H -4.14128 -0.97284 2.26283
H -0.34852 -0.23021 6.92914
P 0.68997 -2.08402 -0.54511
C -0.54930 -2.37092 -1.87159
C -1.65234 -3.08920 5.71701
H 1.39860 -3.39420 4.11270
H -1.64551 3.75189 1.82581
H -0.66439 -3.45783 -1.98847
Si -0.83899 -0.61513 3.06422
H 0.56611 -4.48826 2.98693
H -2.98615 -2.97982 -2.81656
C -3.14662 0.01330 6.02764
H -4.34538 -1.82912 3.80301
C 4.05961 0.14199 1.70934
C -4.25016 -1.56206 -1.74959
H -3.22340 -3.16777 2.57830
H 1.46179 0.50477 -2.17983
H -2.73812 -0.89837 6.46630
H 1.04134 0.85497 7.02032

Frontier orbital gap (alpha / beta), eV: 5.20 / 4.39
Molecular weight, g/mol: 781.25
Calculated total energy, eV: -86373.306
Spin multiplicity: 6
Highest occupied orbital energy (alpha / beta), eV: -7.12 / -10.91
Net charge: +1
Max |F|, eV/A: 4.1